# 1
{
  "formula": "C3H8N3",
  "method": "the ωB97M-V functional and the def2-TZVPD basis",
  "elements": ["C", "C", "C", "N", "N", "N", "H", "H", "H", "H", "H", "H", "H", "H"],
  "xyz": [[0.3839, -0.3216, -0.7857], [1.5547, 0.0766, -0.1115], [-1.2324, 0.7629, -0.3831], [0.0515, -1.6231, -0.5006], [2.1404, 0.5603, 0.8419], [-1.4322, 0.9754, 0.9158], [0.4093, -0.1442, -1.8581], [-1.3332, 1.5936, -1.0180], [-1.5390, -0.1505, -0.8209], [0.3404, -2.3450, -1.1828], [2.9841, 0.5994, 1.3685], [-1.2070, 1.7699, 1.4657], [0.2675, -2.0547, 0.4526], [-1.3881, 0.3010, 1.6160]],
  "atomic_forces_ev_per_a": [[1.8023, 1.3552, -0.9230], [1.6234, 2.8325, 3.9596], [1.1310, -1.0715, 0.8843], [-0.3964, -4.1618, 1.6035], [-2.8839, -1.9009, -3.7342], [-0.0355, 0.5756, 0.3700], [0.0464, 0.2634, 0.0326], [0.4375, 1.1515, -0.6835], [-1.4460, -0.6154, 0.1621], [-0.3196, 0.8895, 0.3795], [0.6945, 0.0077, 0.0402], [0.2000, 1.7702, -0.8561], [-0.4621, 1.3845, -1.6919], [-0.3916, -2.4804, 0.4569]],
  "mulliken_charge": [-0.16, 0.27, -0.36, -0.55, -0.26, -0.33, 0.42, 0.39, 0.34, 0.25, 0.31, 0.23, 0.24, 0.24],
  "charge": 1,
  "multiplicity": 1,
  "gap_ev": 8.28,
  "lumo_energy_ev": -4.7,
  "largest_force_ev_per_a": 5.13,
  "e_tot_ha": -283.009839,
  "e_homo_ev": -13.015,
  "de_lowest_kcal_mol": 96.59
}

# 2
{
  "formula": "C3H8N3",
  "method": "the ωB97M-V functional and the def2-TZVPD basis",
  "elements": ["C", "C", "C", "N", "N", "N", "H", "H", "H", "H", "H", "H", "H", "H"],
  "xyz": [[-1.8733, 0.0103, 0.1784], [0.2142, -0.9312, -0.4060], [1.9590, 0.6779, 0.1312], [-1.4099, 1.1372, -0.0867], [-1.1068, -1.0844, 0.2841], [1.0968, -0.3096, 0.5505], [-1.8852, 1.9481, -0.4219], [-2.8157, -0.3301, 0.5435], [0.5901, -1.9251, -0.4796], [-0.0501, -0.3900, -1.3334], [2.0441, 0.6913, -0.9979], [2.9134, 0.8216, 0.6474], [1.3828, 1.6203, 0.5134], [-1.0593, -1.9361, 0.8771]],
  "atomic_forces_ev_per_a": [[-1.5295, 0.1399, 2.0200], [-2.0073, 1.4396, 1.4252], [-0.8048, 0.5020, -1.9461], [1.8356, -0.0597, -0.8775], [4.5744, -2.1397, -1.0340], [0.1646, 0.3004, -0.4102], [-1.0452, 0.0679, 0.3590], [-1.6884, 0.6873, -0.2240], [0.7853, -1.0662, -0.4168], [1.1943, -0.3387, 0.1784], [-0.0438, 0.5504, 1.1595], [-0.2140, -0.5065, 0.5380], [0.2790, -0.9252, -0.4671], [-1.5003, 1.3486, -0.3044]],
  "mulliken_charge": [0.04, -0.47, -0.55, -0.53, -0.24, 0.01, 0.23, 0.39, 0.40, 0.45, 0.33, 0.32, 0.35, 0.28],
  "charge": 1,
  "multiplicity": 1,
  "gap_ev": [5.99, 5.99],
  "lumo_energy_ev": [-8.1, -8.1],
  "largest_force_ev_per_a": 5.15,
  "e_tot_ha": -282.938001,
  "e_homo_ev": [-14.106, -14.106],
  "de_lowest_kcal_mol": 141.67
}

# 3
{
  "formula": "C3H8N3",
  "method": "the ωB97M-V functional and the def2-TZVPD basis",
  "elements": ["N", "C", "N", "C", "C", "N", "H", "H", "H", "H", "H", "H", "H", "H"],
  "xyz": [[-2.1266, 0.2569, -0.5335], [-0.9960, 0.5291, 0.2655], [-0.0329, -0.6541, 0.0333], [1.3687, -0.3550, 0.4094], [2.4383, -0.1209, -0.5830], [2.0335, 0.8916, 0.0804], [-2.6152, 1.1016, -0.7742], [-2.8368, -0.2976, -0.0230], [-0.8527, 0.6585, 1.3825], [-0.5330, 1.4681, -0.0632], [-0.3482, -0.7443, -1.0045], [-0.3996, -1.5202, 0.5854], [1.6375, -0.7911, 1.4130], [3.2630, -0.4226, -1.1881]],
  "atomic_forces_ev_per_a": [[-1.4117, -0.7424, 1.5129], [1.9255, 0.9054, 1.9188], [-2.0908, -0.3081, -1.3541], [1.9234, -1.9444, 0.5051], [-1.6215, 1.1600, 2.4921], [0.2226, -0.2132, -1.4943], [0.0338, 0.4162, -0.3789], [0.5499, 0.1719, -0.4994], [-1.6735, -0.2702, -0.7481], [0.3237, -0.5623, -0.4964], [1.4867, -0.7114, 1.5483], [0.8640, 1.8519, -1.3527], [-0.7135, 0.3918, -1.1069], [0.1813, -0.1452, -0.5464]],
  "mulliken_charge": [-0.56, -0.53, -0.28, 0.11, -0.25, -0.39, 0.29, 0.24, 0.37, 0.42, 0.44, 0.38, 0.39, 0.38],
  "charge": 1,
  "multiplicity": 1,
  "gap_ev": 11.58,
  "lumo_energy_ev": -3.6,
  "largest_force_ev_per_a": 3.19,
  "e_tot_ha": -283.020519,
  "e_homo_ev": -15.155,
  "de_lowest_kcal_mol": 89.89
}

# 4
{
  "formula": "C3H8N3",
  "method": "the ωB97M-V functional and the def2-TZVPD basis",
  "elements": ["C", "C", "C", "N", "N", "N", "H", "H", "H", "H", "H", "H", "H", "H"],
  "xyz": [[-2.2189, 0.0307, -0.3455], [-1.1594, 0.1887, 0.5740], [1.3733, -0.0944, -0.4671], [-1.3288, -0.8199, -0.4952], [1.4099, -1.2024, 0.1422], [-0.0662, 1.0923, 0.2156], [-3.1395, 0.5278, -0.6432], [-1.2363, -0.1931, 1.5143], [0.9214, -0.1988, -1.4754], [2.1497, 0.7497, -0.3630], [2.0849, -1.3548, 0.8908], [0.9307, -2.0286, -0.2334], [-0.3160, 1.8792, -0.2967], [0.5953, 1.4235, 0.9827]],
  "atomic_forces_ev_per_a": [[-1.3021, 1.2125, -0.1640], [1.3636, 1.1049, -1.5792], [0.1941, 3.8469, -3.7514], [-0.5001, -1.0325, -0.9438], [1.0263, -2.9510, 2.1731], [2.4433, -1.4604, 3.1757], [0.1047, -0.6895, -0.4641], [0.2492, -0.4376, 2.7185], [0.4221, 0.6023, 0.7457], [-1.0978, -1.8602, 0.0405], [-0.5041, -0.0858, -0.1361], [0.1744, 0.6606, 0.3590], [-0.6869, 1.6128, -1.3500], [-1.8868, -0.5230, -0.8238]],
  "mulliken_charge": [-0.16, 0.03, -0.39, -0.42, -0.21, -0.46, 0.34, 0.36, 0.37, 0.37, 0.25, 0.29, 0.26, 0.38],
  "charge": 1,
  "multiplicity": 1,
  "gap_ev": 11.23,
  "lumo_energy_ev": -3.0,
  "largest_force_ev_per_a": 5.38,
  "e_tot_ha": -283.016926,
  "e_homo_ev": -14.245,
  "de_lowest_kcal_mol": 92.14
}